Formula: C9H14O
Source: the Open Molecules 2025 dataset
Level of theory: ωB97M-V with the def2-TZVPD basis set

```
24
C9H14O, DFT ωB97M-V with the def2-TZVPD basis set
C 0.652 -2.653 1.720
C 0.461 -2.119 0.342
C -0.027 -2.797 -0.769
C -0.584 -2.251 -1.924
C -0.483 -0.854 -1.977
O -0.977 -0.276 -3.086
C -0.018 -0.060 -0.839
C 0.553 -0.714 0.233
H 0.215 -3.700 1.736
H 0.094 -2.162 2.548
H 1.590 -2.879 2.192
H -0.127 -3.899 -0.608
H -1.010 -2.897 -2.632
H -0.935 0.723 -3.007
H -0.131 0.939 -1.022
H 0.943 -0.153 1.182
C -0.703 3.191 0.522
C 0.731 3.291 0.973
H -1.035 3.881 -0.286
H -0.982 2.214 0.098
H -1.451 3.498 1.275
H 1.342 3.816 0.285
H 1.140 2.329 1.069
H 0.743 3.531 1.977
```

Output
molecular weight = 138.21 u
E_LUMO = 0.74 eV
structure (SMILES) = Cc1ccc(O)cc1.CC
electronic energy = -11605.92570 eV
orbital gap = 8.91 eV